# 1
DFT (wB97M-V/def2-TZVPD) results for a cluster of 3 separate species, CH9N3O2 in total in a non-equilibrium geometry.

Output
HOMO energy in eV: -8.576
Charge: 0
Relative energy (zero: lowest compared OMol25 entry of this formula, charge and spin) in kJ/mol: 62.8
Gap between HOMO and LUMO in eV: 9.40
Spin multiplicity: 1
SMILES: N=C(N)N.O.O

Atoms and positions in Å:
H 1.289 -1.362 -2.240
H -2.871 -0.066 1.878
H 1.574 0.800 -1.582
H 2.014 -1.103 -0.967
N -0.817 1.147 0.824
N -0.079 -1.063 0.544
C -0.973 -0.189 0.928
H -1.915 -1.507 1.848
H -1.654 1.688 0.875
N -2.192 -0.637 1.416
H 2.583 1.785 -0.956
O 1.990 -0.804 -1.899
O 1.649 1.627 -1.107
H -0.571 -1.842 0.119
H -0.027 1.526 0.319

=====

# 2
DFT (wB97M-V/def2-TZVPD) results for a structure of composition C7H14CuNO2 in a non-equilibrium geometry.

Output
HOMO energy in eV: -8.584
Charge: 0
Relative energy (zero: lowest compared OMol25 entry of this formula, charge and spin) in kJ/mol: 0.0
Gap between HOMO and LUMO in eV: 7.02
Spin multiplicity: 1

Atoms and positions in Å:
H -1.767 -0.149 1.161
C 1.950 -0.500 0.506
H -0.166 1.418 1.525
C -1.473 -0.468 0.151
H 2.972 -0.563 0.926
C 0.559 0.321 -1.372
C -0.674 0.699 -0.509
H -3.142 0.143 -0.848
H -1.312 2.414 0.630
H -3.332 -1.279 -0.087
O -0.441 -2.528 -0.566
H 0.374 2.513 0.198
H 0.470 -0.677 -1.811
H 1.313 -0.053 1.291
C 1.943 0.436 -0.695
H 2.722 0.092 -1.387
H 1.653 -1.516 0.240
C -0.398 1.814 0.534
H 2.211 1.465 -0.444
N -2.680 -0.743 -0.657
C -0.707 -1.789 0.367
O -0.397 -2.052 1.601
Cu 1.143 -1.170 2.688
H -1.372 1.154 -1.221
H 0.549 1.021 -2.221

=====

# 3
DFT (wB97M-V/def2-TZVPD) results for a structure of composition C26H32ClN3P2PdTe.

Output
HOMO energy in eV: -13.655
Charge: +2
Relative energy (zero: lowest compared OMol25 entry of this formula, charge and spin) in kJ/mol: 49.8
Gap between HOMO and LUMO in eV: 6.11
Spin multiplicity: 1

Atoms and positions in Å:
C 3.573 0.763 0.217
H 0.025 -5.154 -1.442
H 3.980 2.878 -1.253
C 0.131 -2.300 3.916
N 3.470 1.421 -2.676
C 0.578 -4.336 -0.987
H 3.211 1.701 0.646
H 2.896 -4.358 2.149
Cl -1.756 0.371 0.855
C -1.839 -3.393 0.740
H 4.975 0.470 -3.750
H -2.403 -4.242 0.359
N 4.375 -0.800 -2.216
H 1.454 0.873 -2.940
H -0.637 -1.729 4.424
C 4.404 1.972 -1.688
C 2.332 2.355 3.281
N 4.734 1.022 -0.623
H 5.325 2.232 -2.208
C 2.114 -3.785 2.629
H -1.908 1.667 6.284
H 0.900 -4.591 0.019
H 5.088 2.938 5.149
H -2.517 -2.609 1.067
H -3.909 1.115 2.528
H -0.400 -4.129 4.879
C -1.803 0.727 2.571
C 4.053 0.197 -3.238
C -1.878 1.401 5.236
H 3.832 0.106 1.051
P 0.940 0.097 2.623
H 3.394 -2.116 -0.887
C 2.253 0.967 3.448
H -1.174 -3.694 1.547
C 3.200 0.290 4.216
C -3.014 1.080 3.133
H 6.208 0.042 -1.713
H 3.415 4.132 3.778
C 0.258 -3.651 4.166
C 5.268 -0.203 -1.221
H 0.237 1.062 5.237
C 1.005 -1.659 3.022
H 2.532 -1.775 -2.390
H 5.468 -0.930 -0.432
C 4.218 1.009 4.828
C 3.161 -1.332 -1.612
H 1.337 -5.454 3.720
C -0.621 0.690 3.299
H 1.594 2.883 2.686
H -3.984 1.689 4.937
Pd 0.566 -0.896 0.587
C -3.044 1.410 4.481
C 2.125 1.242 -2.163
C -0.673 1.054 4.649
H 1.432 -4.074 -1.607
H 4.950 0.494 5.435
C 4.292 2.385 4.668
H 3.364 -0.232 -3.966
H 1.720 2.183 -1.787
C 2.004 -2.420 2.382
P 2.208 0.006 -0.770
C 1.242 -4.395 3.515
Te -0.709 -2.666 -0.885
H 2.754 -1.934 1.771
H 3.139 -0.782 4.353
C 3.350 3.059 3.897

=====

# 4
DFT (wB97M-V/def2-TZVPD) results for a cluster of 9 separate species, C22H65N3O9 in total in a non-equilibrium geometry.

Output
HOMO energy in eV: -9.177
Charge: 0
Relative energy (zero: lowest compared OMol25 entry of this formula, charge and spin) in kJ/mol: 425.0
Gap between HOMO and LUMO in eV: 9.33
Spin multiplicity: 1
SMILES: COC[C@H](C)N.COC[C@H](C)N.COC[C@H](C)N.CC(C)O.CC(C)O.CO.CO.CO.CO

Atoms and positions in Å:
H 5.389 -5.330 -0.884
O 3.151 -7.713 0.856
O -8.631 -2.824 -0.458
C -2.873 8.687 -5.673
H 1.339 -8.465 1.324
C 3.743 1.185 6.015
H -3.090 7.329 -3.979
C 5.538 3.136 -2.910
H -7.186 -2.888 0.909
H -0.847 8.671 -3.821
O -0.425 -0.415 -2.467
C -2.976 8.402 -4.129
C 5.306 -6.841 0.282
H 7.817 -0.251 3.832
C -7.439 -2.236 0.074
H 4.110 0.515 3.718
H -2.231 -0.897 5.912
C -5.632 -3.689 -1.026
C 0.362 0.612 -1.898
H 0.186 2.636 -1.212
N 5.982 -5.642 -0.128
C -2.888 -1.385 5.193
H 2.741 0.769 5.914
H -1.161 -0.605 -1.881
C 5.735 -0.865 3.725
O -4.161 9.084 -3.819
H -6.429 -4.431 -1.075
H -1.619 8.558 -2.276
H 1.847 -0.477 -0.779
H -1.317 1.850 -0.995
H 4.747 4.964 -2.825
H 5.098 -1.706 3.998
O -1.047 4.363 4.122
H -2.232 7.968 -6.183
C 1.793 -7.475 1.357
H -9.506 -1.041 -1.156
H -0.673 2.361 -2.671
H -6.564 -1.818 -1.820
N 5.946 -0.872 2.277
C -2.347 3.841 4.064
C -2.619 1.305 -7.703
H 1.092 0.921 -2.646
H -3.025 4.574 3.627
O -3.824 1.977 -7.986
H -4.996 -3.889 -1.888
H 6.460 3.650 -3.183
H -4.942 -3.828 -0.193
H 4.998 -0.781 1.943
H -3.858 8.709 -6.141
H 1.862 -7.082 2.371
C 7.132 -1.005 4.220
H 5.609 2.666 -1.929
H -2.671 3.664 5.090
H 4.102 -6.114 1.868
H 3.775 2.134 5.479
H -2.355 2.997 3.375
H 7.529 -1.998 4.008
H -2.373 0.899 -8.684
O 4.446 4.075 -3.027
H -2.923 0.504 -7.029
H -5.039 -1.752 0.562
H -4.749 -1.246 6.013
C -1.753 8.953 -3.284
H 1.216 -6.709 0.837
H -1.031 5.273 4.429
H -1.852 1.915 -7.227
H -5.444 -0.460 -0.341
H 7.004 -8.025 0.820
H 6.624 -6.828 2.059
O -4.333 -1.197 5.150
H -10.211 -2.721 -1.692
H 6.323 -1.758 1.970
H 3.457 -5.768 0.304
H -4.368 2.056 -7.199
H 6.798 -6.040 -0.570
C 6.190 -7.552 1.369
H 3.870 1.355 7.084
H 6.979 -0.982 5.299
H -2.806 -2.436 5.471
H 0.288 -0.145 0.109
H -8.842 -2.058 -2.383
N -5.169 -1.431 -0.387
H -2.385 9.661 -5.704
H 5.441 2.342 -3.651
H 5.188 -7.516 -0.566
H -2.430 -1.194 4.222
H 1.513 1.041 -0.039
C -9.364 -2.087 -1.427
C -0.482 1.921 -1.692
C 5.080 0.419 4.205
H -4.435 8.765 -2.956
C -6.236 -2.278 -0.887
C 3.926 -6.559 0.888
H -7.614 -1.203 0.373
O 4.972 0.461 5.658
H 5.646 -8.251 2.004
H 5.654 1.326 4.012
H -1.643 10.037 -3.324
C 1.038 0.228 -0.588

=====

# 5
DFT (wB97M-V/def2-TZVPD) results for the molecule C2H7N3OS in a non-equilibrium geometry.

Output
HOMO energy in eV: -9.229
Charge: 0
Relative energy (zero: lowest compared OMol25 entry of this formula, charge and spin) in kJ/mol: 162.6
Gap between HOMO and LUMO in eV: 9.96
Spin multiplicity: 1
SMILES: [H]/N=C(\NS)NOC

Atoms and positions in Å:
S -0.320 1.852 -0.195
N -1.212 0.514 0.322
C 2.465 -0.257 -0.109
H 0.441 -2.129 -0.413
H 3.161 0.133 0.642
N -1.811 -1.759 -0.078
C -0.968 -0.818 -0.024
O 1.303 -0.655 0.568
H 2.928 -1.148 -0.594
H -2.139 0.770 0.584
N 0.366 -1.139 -0.363
H -2.801 -1.386 0.005
H 2.265 0.462 -0.889
H 0.451 2.034 0.879

=====

# 6
DFT (wB97M-V/def2-TZVPD) results for a structure of composition C19H48CrO21S6 in a non-equilibrium geometry.

Output
HOMO energy (spin up / spin down) in eV: -12.993 / -12.993
Charge: +1
Gap between HOMO and LUMO (spin up / spin down) in eV: 7.82 / 7.30
Spin multiplicity: 6

Atoms and positions in Å:
H 6.360 4.607 2.735
H -4.858 1.693 1.810
S -0.898 3.016 -0.254
H 5.917 -2.257 0.247
C -0.954 5.663 -3.313
C 4.957 -1.826 0.530
S 3.103 1.927 1.482
H 4.268 -0.698 2.201
O 3.784 -3.827 4.741
H -0.300 -1.493 -5.535
H -6.388 0.881 3.717
H -0.130 1.470 -7.674
Cr 1.515 0.339 -1.203
H 4.667 -0.957 -0.061
O -0.893 4.387 -1.165
H -0.034 3.760 -3.033
S -3.231 0.269 3.661
H -1.734 -1.644 -4.697
H -2.728 1.618 0.135
H 1.624 1.802 -7.774
O -0.802 3.447 1.137
C -0.711 -1.302 -4.544
O -2.422 -5.198 0.333
H 5.986 -1.138 2.350
O 3.030 0.924 0.387
C 2.038 1.450 2.843
C 0.868 1.470 -5.750
O -3.840 -0.308 4.858
H 1.040 0.169 -7.442
C -3.065 -2.565 0.101
O 2.844 3.362 1.215
H 4.223 -2.630 0.471
H -2.633 2.160 -1.561
O -3.136 -3.964 2.487
C -6.454 0.519 2.691
H 5.977 2.222 3.355
O -4.878 -4.462 0.751
H -1.813 3.651 -2.839
O 4.519 1.702 2.285
O -0.476 1.295 -5.366
O -2.026 0.751 -3.375
C -1.682 -0.704 3.326
H 4.481 2.964 3.944
H -1.853 6.139 -2.921
H 1.050 1.587 2.405
S -0.710 0.441 -3.923
O 4.813 -2.641 2.783
H -3.070 -4.717 -1.567
H -0.890 0.042 3.399
O 0.132 -1.250 -1.171
S -3.518 -4.103 1.080
H -3.327 3.299 -0.395
O 0.362 -0.366 0.478
H -0.681 -5.821 -1.494
H -5.247 0.370 0.823
H -1.544 -1.559 3.987
H -0.265 -2.011 -3.847
C 0.560 -1.474 -0.018
C 5.005 -1.481 2.021
O 0.468 0.620 -3.102
O 3.984 -1.312 4.744
H -3.640 -6.197 -0.944
H 2.174 2.074 3.726
O -2.833 1.658 3.532
H 1.362 -2.776 3.714
C -1.653 -6.230 -1.767
H 2.189 0.388 3.037
O 0.004 2.099 -0.881
C 5.590 3.988 2.275
H -2.982 -2.717 -0.975
H 5.777 3.700 1.240
H 4.754 4.687 2.297
H 1.154 2.467 -5.414
H -6.769 -0.520 2.794
O -4.111 -0.201 2.353
C -2.616 2.482 -0.520
H -3.921 -1.896 0.185
H -1.662 -0.971 2.269
H -0.140 6.264 -2.907
H 2.201 -3.442 2.336
H -7.264 1.075 2.219
H 1.536 0.764 -5.256
C 0.850 1.227 -7.265
C -0.919 4.231 -2.606
H -2.173 -2.098 0.519
H 2.066 -1.695 2.418
C -5.142 0.643 1.873
H -0.937 5.649 -4.403
C 2.185 -2.594 3.022
O 1.786 -1.524 -0.134
C -2.743 -5.580 -0.987
H -1.739 -6.185 -2.853
C 5.078 2.762 3.055
H -1.613 -7.278 -1.469
S 3.771 -2.564 4.030

=====

# 7
DFT (wB97M-V/def2-TZVPD) results for the ion C6H11N2S with charge +1 in a non-equilibrium geometry.

Output
HOMO energy (spin up / spin down) in eV: -10.886 / -10.887
Charge: +1
Relative energy (zero: lowest compared OMol25 entry of this formula, charge and spin) in kJ/mol: 529.7
Gap between HOMO and LUMO (spin up / spin down) in eV: 5.88 / 5.88
Spin multiplicity: 1

Atoms and positions in Å:
H 3.307 0.270 -0.567
N -0.552 0.305 2.307
C -0.476 -0.504 -1.341
H 2.344 1.171 -1.655
H -2.304 0.372 -0.977
C -0.764 -0.042 0.995
H -2.601 -0.737 -2.315
H -1.514 0.476 2.681
H -0.319 0.103 -2.208
C 2.303 0.267 -0.957
N 0.030 0.120 -0.097
H -0.024 -1.556 -1.360
H 1.630 0.748 1.009
C 0.388 0.519 3.169
C -2.016 -0.642 -1.362
H -2.342 -1.506 -0.755
C 1.268 0.548 0.001
S 1.450 0.872 4.254
H 2.069 -0.600 -1.558
H -1.878 -0.184 0.736

=====

# 8
DFT (wB97M-V/def2-TZVPD) results for the ion C5H13N4OS with charge +1 in a non-equilibrium geometry.

Output
HOMO energy in eV: -13.285
Charge: +1
Relative energy (zero: lowest compared OMol25 entry of this formula, charge and spin) in kJ/mol: 304.3
Gap between HOMO and LUMO in eV: 10.48
Spin multiplicity: 1
SMILES: C[N+]1(C(=O)NS(C)(=N)=N)CC1

Atoms and positions in Å:
H -2.840 2.129 -0.618
H -3.575 0.243 2.005
H -2.287 -1.031 1.795
C 1.966 0.389 -1.367
C -2.607 -0.014 1.632
H -1.792 0.568 2.048
H 2.493 -0.226 -2.111
H 1.572 -2.167 0.627
H 2.966 -1.699 -0.219
N -2.971 1.275 -1.077
C 2.684 1.111 -0.352
H 1.129 0.833 -1.890
N -0.694 -0.091 -0.330
H 2.249 2.017 0.119
O 0.154 1.244 1.192
C 2.296 -1.339 0.458
C 0.237 0.358 0.376
N 1.737 -0.100 -0.027
H -0.788 -0.967 -0.864
H 2.810 -1.167 1.425
H 3.736 1.010 -0.106
S -2.621 0.129 -0.159
H -2.919 -1.221 -1.781
N -2.935 -1.282 -0.773

=====

# 9
DFT (wB97M-V/def2-TZVPD) results for a structure of composition C30H45LuNO3P2S in a non-equilibrium geometry.

Output
HOMO energy in eV: -10.604
Charge: +1
Relative energy (zero: lowest compared OMol25 entry of this formula, charge and spin) in kJ/mol: 192.4
Gap between HOMO and LUMO in eV: 5.84
Spin multiplicity: 1

Atoms and positions in Å:
H -7.471 2.941 2.505
C -1.905 -0.465 -2.418
H -0.386 -1.963 -1.870
H 1.192 -0.215 5.979
H -6.723 -1.835 -1.351
H 1.884 -2.423 -2.089
C 2.795 -1.791 0.613
C 1.224 -1.241 5.633
H -1.078 2.289 -0.928
H -6.915 0.059 -3.621
N -0.014 -1.238 2.099
H -7.290 1.761 -3.282
H 3.560 1.201 2.053
H 2.955 -1.286 -2.919
O 0.776 -3.685 1.205
H -3.203 -1.967 1.154
H -1.068 -2.448 0.348
P -6.549 0.604 -1.265
C 0.968 1.608 -2.822
H -7.572 4.220 -2.013
H -8.612 1.883 -0.826
H -3.632 -1.156 -0.341
C 0.703 -1.588 4.382
H 1.041 3.316 1.017
C -7.395 0.738 -2.909
C 1.487 1.643 -0.258
C -1.754 1.085 0.696
H -7.526 4.668 2.102
C 1.295 3.109 -0.025
H -7.641 5.461 -0.751
H 2.344 -1.972 1.593
H -2.613 1.581 -2.544
H -8.275 -1.129 -0.826
H -2.706 -1.085 -2.850
C -2.478 0.810 -1.778
C 2.022 0.711 0.668
O 0.032 0.540 3.502
C -7.690 1.684 -0.262
P -6.897 3.316 0.163
C 1.302 0.947 -1.519
H 3.878 -1.664 0.746
H 2.267 0.175 2.728
H -1.411 1.834 1.407
H -8.461 0.492 -2.842
C -7.788 3.666 1.749
C 2.194 -0.572 -0.010
H 2.218 3.656 -0.260
H 0.504 3.522 -0.657
C -7.868 4.413 -0.977
C 2.477 1.012 2.059
C 1.404 -3.906 4.703
C 1.964 -1.398 -2.462
H 2.274 -1.981 7.375
H 2.427 -4.321 6.549
S 0.084 -3.000 2.393
H -1.250 -0.190 -3.251
H -8.877 3.602 1.631
C -2.882 -1.187 0.458
C 1.935 -3.564 5.951
H 2.633 -2.676 -0.009
C -1.541 -1.597 -0.130
O -1.378 -3.475 2.429
C -1.102 -1.278 -1.423
C 0.805 -2.900 3.955
H -7.959 1.145 0.656
H 1.471 -4.918 4.324
C 0.140 -0.663 3.326
H -3.818 0.663 1.150
C 1.802 -0.398 -1.361
H 0.630 0.883 -3.566
C -7.184 -1.057 -0.734
C 1.844 -2.237 6.416
H -8.949 4.254 -0.879
H 0.186 2.362 -2.705
C -2.837 0.165 1.212
H 1.219 -1.259 -3.250
H -3.471 0.617 -1.360
H -2.636 -0.027 2.267
H 1.855 2.111 -3.228
Lu 0.000 0.000 0.000
C -1.562 1.348 -0.682
H 1.978 1.897 2.459
H -6.901 -1.242 0.307

=====

# 10
DFT (wB97M-V/def2-TZVPD) results for a cluster of 2 separate species, C5H11NO in total in a non-equilibrium geometry.

Output
HOMO energy in eV: -8.808
Charge: 0
Relative energy (zero: lowest compared OMol25 entry of this formula, charge and spin) in kJ/mol: 342.6
Gap between HOMO and LUMO in eV: 9.34
Spin multiplicity: 1
SMILES: C=NC(=C)CC.O

Atoms and positions in Å:
H 2.547 0.661 -1.219
H 0.252 1.374 -1.840
C 0.207 -1.801 1.236
H -0.428 -2.127 2.074
H -1.789 -0.977 -1.203
O -0.960 1.448 2.489
C -0.090 0.382 -1.504
H 2.886 -0.480 0.144
C 2.052 -0.013 -0.487
H -0.143 0.965 2.160
C 0.739 -0.042 -0.324
H -1.998 0.796 -0.407
H 1.044 -2.387 0.813
H -2.242 0.448 -2.076
H 0.058 -0.157 -2.436
C -1.610 0.163 -1.209
H -0.788 2.280 2.907
N 0.263 -0.534 0.882

=====

# 11
DFT (wB97M-V/def2-TZVPD) results for a cluster of 2 separate species, C5H14IN2 in total in a non-equilibrium geometry.

Output
HOMO energy in eV: -12.581
Charge: +1
Relative energy (zero: lowest compared OMol25 entry of this formula, charge and spin) in kJ/mol: 107.1
Gap between HOMO and LUMO in eV: 8.56
Spin multiplicity: 1

Atoms and positions in Å:
H -2.252 -1.944 2.106
H -1.262 -2.710 3.179
H -1.807 1.904 -2.231
N -1.051 1.869 -1.562
H -2.264 -1.406 3.575
H 1.060 1.091 -3.624
H 0.873 0.570 0.249
C 0.072 1.267 -1.722
C 1.090 1.356 -0.691
H 2.060 1.168 -0.910
H -1.279 2.443 -0.692
C 0.512 0.551 -2.908
I -1.197 1.067 1.947
H -0.345 0.152 -3.444
N 0.524 -1.474 1.646
C -0.375 -0.891 2.535
H 1.070 -1.982 2.335
H 0.306 -2.225 1.012
H 1.025 2.257 -0.084
H 1.214 -0.307 -2.650
H 0.228 -0.570 3.437
C -1.626 -1.795 2.879

=====

# 12
DFT (wB97M-V/def2-TZVPD) results for a cluster of 2 separate species, C5H7N2 in total in a non-equilibrium geometry.

Output
HOMO energy (spin up / spin down) in eV: -13.315 / -13.146
Charge: +1
Relative energy (zero: lowest compared OMol25 entry of this formula, charge and spin) in kJ/mol: 858.0
Gap between HOMO and LUMO (spin up / spin down) in eV: 4.39 / 4.01
Spin multiplicity: 1

Atoms and positions in Å:
H -1.370 2.158 -0.018
H 2.121 -0.989 1.128
C 2.381 0.389 -0.401
H 2.755 0.609 1.712
N -0.732 0.292 -0.396
H -3.255 -1.766 -0.140
H 1.848 -0.039 -1.234
H -0.861 -1.814 -0.858
C -1.294 -0.930 -0.434
H 2.916 1.308 -0.500
C -2.705 0.459 0.222
C -2.617 -0.887 -0.020
C 2.475 -0.016 0.857
N -1.663 1.227 0.084

=====

The M results, record by record, are as follows: 95.10, 207.74, 717.98, 515.77, 121.16, 856.97, 143.24, 177.25, 736.68, 101.15, 229.09, 95.12 g mol⁻¹.